(1)
DFT (ωB97M-V/def2-TZVPD) results for a 4-piece molecular cluster, C20H39N2O14P3S overall at a distorted geometry.

Each line ends with the Löwdin charge.
Element x y z (Å)
S  2.027  -2.574  -1.829  0.833
P  -4.643  2.219  4.217  0.642
P  -1.794  -2.079  -4.665  0.531
P  7.121  -3.474  0.524  0.536
O  -1.877  -1.281  -3.233  -0.223
O  -2.590  -0.870  -5.419  -0.236
O  -3.350  2.755  3.679  -0.281
O  8.019  -4.096  1.761  -0.224
O  5.803  -2.680  -0.028  -0.278
O  -5.406  2.437  2.742  -0.242
O  1.627  1.974  -1.924  0.162
O  -4.058  1.789  5.718  -0.301
O  -0.965  -2.531  -6.003  -0.279
O  -5.577  3.394  4.870  -0.235
O  3.176  0.631  -1.038  -0.047
O  8.205  -3.063  -0.399  -0.255
O  6.521  -4.952  0.185  -0.235
O  -2.662  -3.245  -4.370  -0.261
N  2.716  2.673  -0.015  0.075
N  2.481  -0.344  -0.257  0.059
C  -0.985  -0.161  -3.031  -0.095
C  -1.064  1.946  0.803  -0.217
C  -2.675  1.957  5.999  -0.121
C  -1.202  0.724  1.457  -0.046
C  5.944  -1.800  -1.142  -0.096
C  7.339  -4.437  2.985  -0.108
C  -1.995  2.251  -0.185  -0.055
C  -3.009  1.397  -0.575  -0.094
C  -5.871  3.526  6.261  -0.104
C  0.075  2.874  1.195  -0.131
C  -2.373  -0.469  -6.770  -0.107
C  -2.218  -0.142  1.065  -0.094
C  2.017  3.972  -0.116  -0.175
C  2.413  1.812  -1.047  -0.542
C  5.208  -5.202  -0.318  -0.105
C  -1.181  -3.837  -6.535  -0.108
C  0.495  3.866  0.100  -0.180
C  2.312  -1.372  -0.904  -0.737
C  -6.722  1.880  2.561  -0.119
C  -3.114  0.162  0.059  -0.101
H  5.162  -4.976  -1.384  0.087
H  -1.314  -0.385  -7.003  0.082
H  0.056  3.621  -0.865  0.083
H  8.088  -4.750  3.707  0.086
H  -0.251  3.424  2.084  0.123
H  6.803  -3.575  3.386  0.082
H  -1.229  0.647  -3.723  0.091
H  -5.021  3.958  6.787  0.089
H  -6.717  4.207  6.349  0.088
H  -2.418  3.014  5.982  0.092
H  0.052  -0.468  -3.172  0.058
H  -3.694  1.680  -1.363  0.108
H  -2.508  1.562  7.002  0.090
H  6.642  -5.260  2.815  0.083
H  -2.856  -1.167  -7.455  0.087
H  5.006  -6.263  -0.180  0.088
H  -1.910  3.202  -0.700  0.107
H  -2.303  -1.095  1.577  0.099
H  -0.963  -4.608  -5.801  0.085
H  6.671  -1.017  -0.941  0.091
H  -3.894  -0.517  -0.262  0.104
H  4.452  -4.635  0.220  0.077
H  3.710  2.870  -0.118  0.146
H  4.973  -1.337  -1.310  0.053
H  -2.054  1.404  5.298  0.082
H  6.223  -2.362  -2.031  0.098
H  -6.148  2.576  6.710  0.084
H  -2.831  0.511  -6.895  0.087
H  -7.017  2.050  1.528  0.086
H  -2.205  -3.929  -6.891  0.092
H  -7.440  2.373  3.221  0.079
H  0.902  2.242  1.522  0.103
H  0.119  4.863  0.340  0.116
H  -6.721  0.806  2.753  0.079
H  2.189  4.416  -1.100  0.122
H  -0.498  -3.951  -7.377  0.089
H  -1.113  0.195  -2.012  0.066
H  2.415  4.609  0.675  0.120
H  -0.526  0.442  2.256  0.112

For the HOMO-LUMO gap, the calculation gives 7.0 eV. As for the HOMO energy: -8.72 eV. The total charge is 0.

---

(2)
DFT (ωB97M-V/def2-TZVPD) results for C20H39N2O2P3RuS as an isolated structure at a distorted geometry.

Each line ends with the Löwdin spin population.
Element x y z (Å)
Ru  -0.421  1.253  -1.672  0.720
S  0.755  -2.243  1.172  0.430
P  -1.232  3.975  -1.347  0.464
P  -1.953  -3.082  0.306  0.502
P  3.292  -1.478  0.284  0.451
O  -2.560  1.095  0.558  0.071
O  1.562  2.103  0.528  0.074
N  1.203  -1.371  3.731  0.028
N  -0.604  -0.532  2.841  0.019
C  0.441  -1.360  2.626  0.051
C  0.297  -0.559  -2.526  0.053
C  1.144  0.490  -2.910  0.029
C  4.185  -1.567  1.881  0.036
C  -0.755  1.743  -3.731  0.068
C  0.747  -0.434  4.741  0.004
C  -0.529  0.135  4.131  0.003
C  -1.502  -4.832  -0.064  0.058
C  4.108  -2.952  -0.454  0.059
C  0.623  1.649  -3.492  0.020
C  4.265  -0.105  -0.471  0.100
C  -1.084  -0.446  -2.741  0.035
C  -1.600  0.693  -3.363  0.008
C  -2.626  -3.292  2.009  0.054
C  -3.576  -2.943  -0.570  0.105
C  0.819  1.804  -0.320  0.090
C  -0.106  5.129  -2.190  0.064
C  -1.329  4.633  0.341  0.070
C  -2.935  4.230  -1.939  0.062
C  -1.764  1.143  -0.304  0.095
H  1.498  0.341  4.922  0.001
H  -1.040  -4.846  -1.063  0.001
H  5.163  -2.980  -0.149  0.014
H  2.208  0.423  -2.694  0.002
H  -0.482  1.225  4.001  0.001
H  -3.444  -3.101  -1.653  0.000
H  -4.312  -3.657  -0.165  0.021
H  -3.444  -4.028  2.015  0.014
H  -1.156  2.659  -4.146  0.004
H  5.256  -1.594  1.644  0.010
H  -2.381  -5.497  -0.051  0.015
H  0.702  -1.428  -2.015  0.007
H  -1.741  -1.233  -2.387  0.007
H  3.855  0.854  -0.105  0.001
H  0.884  5.056  -1.715  0.000
H  -2.668  0.803  -3.494  0.000
H  -0.346  4.540  0.820  0.000
H  -1.826  -3.610  2.688  0.001
H  -1.629  5.689  0.304  0.019
H  -0.474  6.159  -2.094  0.018
H  4.030  -2.922  -1.548  0.000
H  2.070  -1.892  3.781  0.001
H  4.179  -0.133  -1.567  0.000
H  -3.620  3.731  -1.237  0.000
H  -0.009  4.864  -3.252  0.000
H  5.329  -0.173  -0.177  0.019
H  -0.753  -5.166  0.668  0.000
H  3.954  -0.683  2.487  0.000
H  -1.308  -0.319  2.135  0.000
H  3.902  -2.484  2.408  0.000
H  -3.012  -2.319  2.347  0.001
H  0.544  -0.944  5.690  0.001
H  -3.172  5.303  -1.973  0.017
H  -1.411  -0.096  4.742  0.000
H  3.594  -3.842  -0.073  0.001
H  -3.942  -1.913  -0.413  0.001
H  1.264  2.495  -3.717  0.002
H  -3.059  3.783  -2.933  0.001
H  -2.069  4.056  0.910  0.000

For the HOMO-LUMO gap (alpha / beta), the calculation gives 7.4 / 4.7 eV. As for the HOMO energy (alpha / beta): -18.73 / -20.40 eV. The spin multiplicity is 5. The total charge is +4.

---

(3)
DFT (ωB97M-V/def2-TZVPD) results for C20H39N4O4S4SbSc as an isolated structure at a distorted geometry.

Each line ends with the Löwdin charge.
Element x y z (Å)
Sb  -3.394  4.468  -0.082  0.253
Sc  0.149  0.446  -0.084  0.820
S  -5.160  3.469  -1.541  -0.238
S  -5.088  2.692  0.425  -0.228
S  -0.923  1.827  -2.191  1.006
S  -4.161  6.422  0.727  -0.397
O  1.817  3.378  -0.165  -0.096
O  0.202  -1.746  -0.527  -0.119
O  -0.351  2.145  0.952  -0.313
O  -1.280  -3.349  0.027  0.041
N  2.016  0.139  1.167  -0.189
N  -1.078  -0.474  1.821  -0.018
N  1.691  0.128  -1.816  -0.073
N  -2.085  -0.248  -0.849  -0.195
C  -0.925  -2.352  -0.585  -0.653
C  3.281  -0.922  3.056  -0.045
C  0.911  -0.272  3.391  -0.105
C  -2.432  0.088  1.614  -0.187
C  -3.302  0.498  -2.943  -0.093
C  2.208  1.602  1.371  -0.135
C  2.980  0.318  -1.161  -0.182
C  -2.430  0.867  -1.759  -0.588
C  2.017  2.237  -3.111  -0.043
C  3.011  -0.378  0.198  -0.162
C  1.931  -0.753  2.354  -0.327
C  -1.289  0.531  4.113  -0.036
C  -0.606  -0.527  3.239  -0.519
C  1.489  0.804  -3.125  -0.600
C  -0.028  0.808  -3.408  -0.372
C  1.409  2.270  0.198  -0.490
C  2.174  0.008  -4.239  -0.036
C  -1.908  -1.575  -1.475  -0.103
C  -3.017  -0.401  0.302  -0.144
C  -0.950  -1.917  3.784  -0.025
H  -3.947  0.139  0.110  0.076
H  3.647  0.043  3.417  0.090
H  -2.859  -2.104  -1.578  0.130
H  -4.192  -0.031  -2.595  0.092
H  1.525  -0.872  -1.927  0.109
H  3.175  -1.586  3.915  0.079
H  -2.345  0.325  4.279  0.084
H  -2.972  1.600  -1.157  0.016
H  3.108  2.249  -3.155  0.091
H  -3.250  -1.463  0.402  0.126
H  -3.128  -0.218  2.403  0.122
H  -2.365  1.175  1.617  0.095
H  2.050  0.506  -5.202  0.087
H  -2.781  -0.131  -3.667  0.068
H  -0.798  0.539  5.089  0.093
H  -0.701  -1.997  4.844  0.086
H  2.812  -1.445  0.055  0.128
H  1.911  1.910  2.374  0.104
H  -0.370  2.267  1.912  0.019
H  1.754  -0.999  -4.315  0.087
H  -3.637  1.412  -3.430  0.063
H  4.026  -0.278  0.598  0.118
H  4.038  -1.353  2.403  0.066
H  1.652  2.753  -4.002  0.095
H  3.262  1.879  1.240  0.121
H  3.811  -0.102  -1.747  0.126
H  -0.399  -0.216  -3.384  0.068
H  1.074  0.791  3.576  0.104
H  -0.402  -2.691  3.239  0.092
H  3.244  -0.079  -4.043  0.079
H  -2.017  -2.116  3.667  0.091
H  -1.200  1.531  3.686  0.085
H  1.611  -1.725  1.959  0.144
H  1.184  -0.759  4.332  0.116
H  -1.124  -1.454  1.545  0.085
H  3.153  1.384  -1.044  0.105
H  -0.209  1.202  -4.409  0.091
H  -1.460  -1.471  -2.460  0.102
H  1.711  2.801  -2.226  0.055

For the HOMO-LUMO gap, the calculation gives 5.5 eV. As for the HOMO energy: -3.49 eV. The total charge is -1.

---

Question: What is the total charge in the second record?
Answer: +4

---

Question: What is the total charge in the third record?
Answer: -1

---

Question: Among the records above, which one has the highest total charge?
Answer: C20H39N2O2P3RuS

---

Question: Which of these has the highest total charge?
Answer: C20H39N2O2P3RuS